The following is a quantum chemistry calculation of a cluster of 2 separate species, C3H9N2 in total, from the OMol25 dataset.

The highest occupied orbital energy comes out at -14.29 eV. The total charge is +1. The value obtained for the HOMO-LUMO gap is 10.21 eV. The value obtained for the strongest force on any atom is 0.086 Eh/bohr. Its relative energy (zero: lowest compared OMol25 entry of this formula, charge and spin) is 124.0 kcal per mole.

CARTESIAN COORDINATES (ANGSTROEM)
C1 -1.04 1.70 0.49
C2 -1.24 0.78 1.43
C3 0.10 -1.25 -0.64
N1 0.83 -1.99 0.14
N2 0.89 -0.11 -1.39
H1 -0.85 1.46 -0.71
H2 -1.04 2.66 0.95
H3 -1.11 -0.23 1.08
H4 -1.50 1.34 2.40
H5 0.37 -2.75 0.69
H6 1.84 -2.15 0.12
H7 1.85 0.14 -1.02
H8 0.82 -0.34 -2.34
H9 0.08 0.76 -1.21